[1]
This record from OMol25 describes C5H15N2 as an isolated structure. The level of theory is wB97M-V/def2-TZVPD.

```
22
C5H15N2, DFT wB97M-V/def2-TZVPD
C -1.97550 -0.89267 -0.04339
C 2.04983 -0.74710 0.18740
C -0.52167 -1.15419 0.58250
C 0.44564 1.17961 0.76046
C 0.59236 -0.14623 0.01144
N 0.36625 0.07626 -1.36916
N -0.41668 1.97523 -0.21315
H -2.68484 -1.52032 0.61259
H -2.08058 -1.20493 -1.05521
H -2.48001 0.15797 0.10645
H 2.70101 -0.69415 -0.69289
H 2.49976 -0.36274 1.04495
H 1.93134 -1.76437 0.36980
H -0.50352 -1.03713 1.76277
H -0.38111 -2.18046 0.16065
H -0.16837 1.23891 1.69248
H 1.44988 1.61069 0.85287
H 1.22132 -0.02265 -1.91316
H -0.42366 -0.41741 -1.84037
H -0.05676 2.90652 -0.25072
H -1.46415 1.97199 0.03991
H -0.14295 1.32546 -1.10710
```

Calculated values
- E_tot (eV) = -8401.014
- energy above the lowest of the compared OMol25 structures with the same formula, charge and spin (kcal per mole) = 38.3
- molar mass (g mol⁻¹) = 103.2
- total charge = +1
- spin multiplicity = 1
- HOMO level (eV) = -14.74

Mulliken population analysis, charges in e, atoms 1 to 6: atom 1 (C): -1.294, atom 2 (C): -1.479, atom 3 (C): -0.602, atom 4 (C): -1.216, atom 5 (C): 1.121, atom 6 (N): -0.503



[2]
This record from OMol25 describes a 2-piece molecular cluster, C7H18O3SSi overall. The level of theory is wB97M-V/def2-TZVPD.

```
30
C7H18O3SSi, DFT wB97M-V/def2-TZVPD
C -2.02426 1.59388 -1.19453
C -3.67929 -0.19669 -0.15127
C -1.89429 0.80370 1.33894
C 3.27781 1.26839 0.47365
C 2.65289 -1.26661 -1.55573
C 2.22995 -1.41208 1.61309
C -2.34873 0.51763 -0.05999
O -1.34173 -1.98548 0.34485
O -1.06495 -1.28169 -1.94194
O 0.75154 0.38326 -0.12097
Si 2.20923 -0.26927 0.09111
S -1.18588 -0.90222 -0.55899
H -2.58138 1.21366 -2.12392
H -2.59303 2.59643 -0.84638
H -0.93240 1.55350 -1.19079
H -3.66652 -1.11188 0.35743
H -3.80121 -0.42280 -1.14399
H -4.41971 0.36724 0.44821
H -1.07469 1.42331 1.34883
H -2.64464 1.30963 1.84262
H -1.61154 -0.08580 1.92673
H 3.53529 1.63237 -0.53667
H 2.78695 2.13519 0.98300
H 4.12626 0.97921 1.02563
H 2.55370 -0.46324 -2.41497
H 3.75916 -1.43955 -1.61021
H 1.97893 -2.02469 -1.95136
H 3.29571 -1.92469 1.60870
H 2.23084 -0.89467 2.57181
H 1.47601 -2.09606 1.42711
```

Calculated values
- E_tot (eV) = -32404.195
- energy above the lowest of the compared OMol25 structures with the same formula, charge and spin (kcal per mole) = 0.0
- molar mass (g mol⁻¹) = 210.4
- spin multiplicity = 1
- HOMO level (alpha / beta) (eV) = -9.21 / -9.21

Mulliken population analysis, charges in e, atoms 1 to 6: atom 1 (C): -1.131, atom 2 (C): -1.654, atom 3 (C): -1.616, atom 4 (C): -1.071, atom 5 (C): -1.047, atom 6 (C): -0.985



[3]
This record from OMol25 describes C3H5ClNO as an isolated structure. The level of theory is wB97M-V/def2-TZVPD.

```
11
C3H5ClNO, DFT wB97M-V/def2-TZVPD
C -0.27628 -2.87747 -1.08158
C 0.82648 1.66217 0.28154
C -0.57622 1.13412 0.63695
N 0.92361 0.40413 -0.32818
O -0.24133 -0.07839 -0.10361
Cl -0.37482 -4.08431 -2.07235
H -0.57816 -3.02396 0.01647
H 0.92512 2.48754 -0.49673
H 1.60091 1.89018 1.14164
H -0.73523 0.78032 1.75833
H -1.49407 1.70569 0.24752
```

Calculated values
- E_tot (eV) = -19235.517
- energy above the lowest of the compared OMol25 structures with the same formula, charge and spin (kcal per mole) = 174.5
- molar mass (g mol⁻¹) = 106.5
- total charge = +1
- spin multiplicity = 1
- HOMO level (alpha / beta) (eV) = -12.18 / -11.55

Mulliken population analysis, charges in e, atoms 1 to 6: atom 1 (C): -0.089, atom 2 (C): -0.279, atom 3 (C): -0.271, atom 4 (N): 0.110, atom 5 (O): 0.125, atom 6 (Cl): 0.053



[4]
This record from OMol25 describes an isolated ion of composition C6H6N and charge +1. The level of theory is wB97M-V/def2-TZVPD.

```
13
C6H6N, DFT wB97M-V/def2-TZVPD
C -4.17249 -0.35510 0.15884
C -3.01191 0.00105 -0.01553
C -1.80100 0.37579 0.26224
C -0.73335 0.87523 0.57972
C -0.07841 1.44695 -0.63385
C 1.35906 -0.46530 0.24295
N 0.67566 0.82721 0.42077
H -5.04924 -0.99345 -0.01040
H -0.16684 0.63969 -1.49265
H 2.46393 -0.26403 0.28306
H 1.09124 -1.20108 0.93752
H 1.06482 -0.71613 -0.69794
H 1.13562 1.43663 1.10972
```

Calculated values
- E_tot (eV) = -7791.751
- energy above the lowest of the compared OMol25 structures with the same formula, charge and spin (kcal per mole) = 94.3
- molar mass (g mol⁻¹) = 92.1
- total charge = +1
- spin multiplicity = 3
- HOMO level (alpha / beta) (eV) = -12.02 / -14.87
- <S²> = 2.08

Mulliken population analysis, charges in e, atoms 1 to 6: atom 1 (C): -0.426, atom 2 (C): -0.508, atom 3 (C): 0.377, atom 4 (C): 0.505, atom 5 (C): -0.268, atom 6 (C): -0.761



[5]
This record from OMol25 describes C5H10N4OP2 as an isolated structure. The level of theory is wB97M-V/def2-TZVPD.

```
22
C5H10N4OP2, DFT wB97M-V/def2-TZVPD
C -1.69377 1.07443 0.80785
C -1.22110 -0.10721 -1.37640
C -1.49070 2.25831 -1.78567
C -1.40178 -0.27317 0.18049
C 1.96668 -1.84037 0.98393
N -2.91860 1.38808 0.96921
N -1.49211 0.88964 -2.06600
N -0.18217 -0.90982 0.50498
N 0.48694 -0.89404 1.52663
O -0.47649 2.75184 -1.34477
P 1.43218 -2.17070 -0.72158
P 3.29368 -0.55425 1.20156
H -0.77546 1.70252 0.95116
H -0.90975 -1.03584 -1.79734
H -2.40748 2.92894 -2.16339
H -2.15007 -1.09237 0.05944
H 2.43467 -2.77542 1.56479
H -2.96100 2.33688 1.35271
H 2.69162 -2.67406 -1.28973
H 1.89963 -1.05121 -1.34085
H 2.55625 0.57738 1.26757
H 3.31884 -0.52955 2.51541
```

Calculated values
- E_tot (eV) = -31925.928
- energy above the lowest of the compared OMol25 structures with the same formula, charge and spin (kcal per mole) = 16.6
- molar mass (g mol⁻¹) = 204.1
- spin multiplicity = 1
- HOMO level (eV) = -8.58

Mulliken population analysis, charges in e, atoms 1 to 6: atom 1 (C): -0.399, atom 2 (C): -0.397, atom 3 (C): 0.160, atom 4 (C): 0.489, atom 5 (C): -0.106, atom 6 (N): -0.579



[6]
This record from OMol25 describes one molecule with the formula C16H23N3O2S. The level of theory is wB97M-V/def2-TZVPD.

```
45
C16H23N3O2S, DFT wB97M-V/def2-TZVPD
C 1.24958 3.82526 -0.26488
C 2.07970 2.89377 -1.13962
C 1.90133 1.42895 -0.74568
C 2.79913 0.51948 -1.58874
O 2.54386 -0.86365 -1.46078
C 3.11047 -1.52668 -0.35730
C 2.17981 -1.61609 0.87384
O 2.73903 -2.47610 1.84692
C 0.82807 -2.19566 0.46229
C -0.28074 -1.86215 1.47075
C -0.59671 -0.41282 1.47918
N 0.10646 0.48887 2.08694
N -0.50898 1.66877 1.84179
C -1.61800 1.51573 1.07678
S -2.61239 2.69932 0.53251
N -1.67599 0.15560 0.84015
C -2.71356 -0.48519 0.12942
C -4.03029 -0.26831 0.51631
C -5.05552 -0.88019 -0.18072
C -4.77236 -1.70815 -1.25414
C -3.45890 -1.91684 -1.63941
C -2.42530 -1.30256 -0.95543
H 0.19239 3.58016 -0.33526
H 1.56024 3.74643 0.77539
H 1.37950 4.85748 -0.58029
H 1.78846 3.02258 -2.18388
H 3.13583 3.16197 -1.05473
H 0.86120 1.13343 -0.89855
H 2.13583 1.30825 0.31368
H 2.62445 0.73095 -2.64844
H 3.85520 0.72965 -1.36454
H 3.31509 -2.54980 -0.69309
H 4.06277 -1.05784 -0.06923
H 2.02744 -0.61734 1.30522
H 3.55878 -2.09391 2.17660
H 0.58484 -1.80943 -0.52754
H 0.93381 -3.27876 0.40033
H 0.06728 -2.14923 2.46368
H -1.18281 -2.42568 1.22711
H -0.15418 2.53684 2.20505
H -4.24282 0.38125 1.35095
H -6.07846 -0.70852 0.11743
H -5.57551 -2.18503 -1.79521
H -3.23445 -2.55244 -2.48261
H -1.40355 -1.44234 -1.27227
```

Calculated values
- E_tot (eV) = -36365.822
- energy above the lowest of the compared OMol25 structures with the same formula, charge and spin (kcal per mole) = 37.5
- SMILES = CCCCOC[C@H](O)CCc1n[nH]c(=S)n1-c1ccccc1
- molar mass (g mol⁻¹) = 321.4
- spin multiplicity = 1
- HOMO level (eV) = -7.92

Mulliken population analysis, charges in e, atoms 1 to 6: atom 1 (C): -0.997, atom 2 (C): -0.761, atom 3 (C): 0.552, atom 4 (C): -0.973, atom 5 (O): -0.319, atom 6 (C): -1.027



[7]
This record from OMol25 describes one molecule with the formula C26H34N2O3. The level of theory is wB97M-V/def2-TZVPD.

```
65
C26H34N2O3, DFT wB97M-V/def2-TZVPD
C -9.98770 -1.05128 0.86706
O -9.07722 -2.06132 0.50989
C -7.86035 -1.69915 0.01389
C -7.01715 -2.74846 -0.35262
C -5.76624 -2.48331 -0.87003
C -5.33568 -1.17706 -1.02995
C -6.16322 -0.12683 -0.66092
C -5.68523 1.29269 -0.82613
N -4.37658 1.49592 -0.23422
C -4.31428 1.37002 1.19896
C -3.30984 1.70631 -1.03904
O -3.40318 1.74710 -2.25238
C -1.99250 1.91572 -0.35386
C -1.68984 3.14500 0.22533
C -0.43859 3.34349 0.77463
C 0.51721 2.34059 0.75767
C 0.22331 1.11074 0.17643
O 1.05498 0.04066 0.11154
C 2.40632 0.15326 0.52668
C 2.95770 -1.26307 0.66041
C 4.43838 -1.21419 1.01988
N 5.19074 -0.51445 -0.00792
C 6.62677 -0.63198 0.21003
C 7.46893 0.15204 -0.80305
C 8.81258 -0.56577 -0.77281
C 8.41661 -2.04054 -0.76067
C 7.09797 -2.09221 0.02825
C 4.72923 0.86006 -0.08874
C 3.25998 0.90077 -0.49767
C -1.04179 0.91284 -0.38254
C -7.42225 -0.38859 -0.13591
H -10.88383 -1.56872 1.20609
H -10.23987 -0.41557 0.01196
H -9.60151 -0.42928 1.68162
H -7.37062 -3.75902 -0.22424
H -5.12222 -3.30146 -1.15542
H -4.36257 -0.96642 -1.44606
H -5.58097 1.52757 -1.89044
H -6.39584 1.99250 -0.37247
H -4.86775 2.18554 1.67479
H -3.28166 1.39863 1.53682
H -4.76274 0.42130 1.50493
H -2.42593 3.93439 0.23375
H -0.19416 4.29489 1.22409
H 1.48273 2.53448 1.19746
H 2.46031 0.65364 1.50550
H 2.82920 -1.77473 -0.29322
H 2.40318 -1.80940 1.42425
H 4.81730 -2.23244 1.10647
H 4.56109 -0.72183 2.00471
H 6.89047 -0.28328 1.22828
H 7.56273 1.20714 -0.55022
H 7.01811 0.05631 -1.79132
H 9.44407 -0.30813 -1.62183
H 9.34676 -0.30937 0.14392
H 9.18623 -2.66801 -0.31318
H 8.25539 -2.38436 -1.78248
H 6.34226 -2.64306 -0.52963
H 7.23652 -2.57993 0.99253
H 5.31387 1.38814 -0.84110
H 4.85772 1.38473 0.87842
H 3.14154 0.40878 -1.46393
H 2.93097 1.93635 -0.59780
H -1.25749 -0.04002 -0.83972
H -8.05233 0.44169 0.14524
```

Calculated values
- E_tot (eV) = -36636.737
- energy above the lowest of the compared OMol25 structures with the same formula, charge and spin (kcal per mole) = 37.2
- SMILES = COc1cccc(CN(C)C(=O)c2cccc(OC3CCN(C4CCCC4)CC3)c2)c1
- molar mass (g mol⁻¹) = 422.6
- spin multiplicity = 1
- HOMO level (eV) = -8.46

Mulliken population analysis, charges in e, atoms 1 to 6: atom 1 (C): -0.803, atom 2 (O): -0.440, atom 3 (C): 0.714, atom 4 (C): -0.583, atom 5 (C): -0.625, atom 6 (C): -0.562